No. 1
A cluster of 2 separate species, C3H3NO2 in total at a distorted geometry, computed with wB97M-V/def2-TZVPD.

Energy relative to the best compared isomer or geometry (same formula, charge and spin) (kcal/mol): 113.3
F_max (eV Å⁻¹): 1.16

CARTESIAN COORDINATES (ANGSTROEM)
O -0.1678 0.6402 1.7547
C -0.6460 1.2242 0.7023
O -0.0565 1.3565 -0.3818
C 0.4667 -0.8947 -1.1218
C 0.5944 -1.1574 0.1818
N 0.6026 -1.0816 1.3864
H -1.6845 1.6048 0.8275
H -0.4073 -1.2286 -1.6768
H 1.2985 -0.4634 -1.6724

Cartesian forces (eV/Å) of the 2 atoms listed first:
O 0.2 -0.3 -0.6
C 0.2 -0.2 -0.1

No. 2
A cluster of 2 separate species, C2H4N2 in total at a distorted geometry, computed with wB97M-V/def2-TZVPD.

Total charge: +2
Energy relative to the best compared isomer or geometry (same formula, charge and spin) (kcal/mol): 182.3
F_max (eV Å⁻¹): 5.14

CARTESIAN COORDINATES (ANGSTROEM)
C 0.5207 -0.4232 0.4779
C 0.0827 0.9828 -0.3000
N 0.9203 0.8704 0.7723
N -0.6748 -0.1300 -0.0882
H 0.9516 -1.4684 0.5971
H 0.1501 1.7466 -1.2821
H 1.6767 1.3853 1.2613
H -2.8028 -1.7607 -1.2023

Cartesian forces (eV/Å) of the 2 atoms listed first:
C 0.2 -2.2 2.1
C -0.2 4.0 -3.2

No. 3
A structure of composition C4H6O2 at a distorted geometry, computed with wB97M-V/def2-TZVPD.

Energy relative to the best compared isomer or geometry (same formula, charge and spin) (kcal/mol): 118.0
F_max (eV Å⁻¹): 7.14

CARTESIAN COORDINATES (ANGSTROEM)
C -0.7929 -0.1376 0.4638
C 0.1296 -0.9872 -0.4168
C 1.3016 -0.0282 -0.1404
C 0.3470 0.9074 0.2082
H -2.1489 1.5010 0.2321
H -1.0423 -0.8559 1.3075
H -0.5132 -0.9225 -1.4363
H 0.3821 -1.8704 0.0002
H 1.7821 -0.4414 0.8874
H 2.2901 0.4188 -0.5879
O -1.9349 0.3206 -0.3156
O 0.1997 2.0955 -0.2022

Cartesian forces (eV/Å) of the 2 atoms listed first:
C -1.1 -0.2 -0.8
C -2.0 2.3 -4.1

No. 4
A structure of composition C5H12N2O2 at a distorted geometry, computed with wB97M-V/def2-TZVPD.

Energy relative to the best compared isomer or geometry (same formula, charge and spin) (kcal/mol): 89.2
F_max (eV Å⁻¹): 2.86

CARTESIAN COORDINATES (ANGSTROEM)
C 1.2540 0.5208 0.4103
C -0.6410 -0.9682 -1.2598
C -0.7785 2.2161 0.1210
C -1.3702 -1.4817 -0.1740
C -0.0812 1.1745 0.9708
N 1.6649 -0.7660 0.8647
N 0.4960 -1.5097 -1.7292
O 1.2228 1.5454 1.3971
O -0.8333 0.3874 1.7050
H 1.6953 0.8193 -0.5367
H -1.0249 -0.1290 -1.8242
H 1.1298 -0.9878 1.7053
H 2.6492 -0.7584 1.1226
H 1.0519 -0.9618 -2.3650
H 1.0471 -2.0287 -1.0545
H -0.0825 2.6959 -0.5681
H -1.5983 1.7624 -0.4370
H -1.1985 2.9726 0.7860
H -2.4479 -1.4855 -0.3148
H -1.1646 -0.6178 0.9222
H -0.9901 -2.3997 0.2582

Cartesian forces (eV/Å) of the 2 atoms listed first:
C -1.1 0.8 0.6
C -0.1 -0.9 0.4

No. 5
A structure of composition C4H6OS at a distorted geometry, computed with wB97M-V/def2-TZVPD.

Energy relative to the best compared isomer or geometry (same formula, charge and spin) (kcal/mol): 134.5
F_max (eV Å⁻¹): 3.69

CARTESIAN COORDINATES (ANGSTROEM)
C 1.7338 0.5578 0.0772
C -0.3488 -0.8485 -0.6231
C -1.7593 -0.3936 0.0270
C -0.4712 0.4046 0.1710
H 2.6949 0.7612 -0.5298
H 1.6613 0.6016 1.3246
H -0.3433 -0.3558 -1.5673
H -2.2286 -0.7293 1.1020
H -2.6527 -0.2452 -0.6596
H -0.1754 0.2019 1.2448
O 0.5666 1.2541 -0.4774
S 1.3228 -1.2089 -0.0892

Cartesian forces (eV/Å) of the 2 atoms listed first:
C -0.9 0.6 1.6
C -0.7 0.4 1.8

No. 6
A cluster of 2 separate species, C3H3F3O in total at a distorted geometry, computed with wB97M-V/def2-TZVPD.

Energy relative to the best compared isomer or geometry (same formula, charge and spin) (kcal/mol): 43.9
F_max (eV Å⁻¹): 6.72

CARTESIAN COORDINATES (ANGSTROEM)
C -0.1693 1.6390 -0.2059
C -0.1566 -1.0186 0.7273
C 0.4591 -0.3218 -0.4869
O -0.7403 1.8319 0.8321
F -0.0509 2.3020 -1.2955
F 1.8186 -0.1695 -0.6683
F -0.0515 -0.6349 -1.6091
H 0.2755 -2.0542 0.8922
H -1.1202 -1.2861 0.3281
H -0.2644 -0.2877 1.4862

Cartesian forces (eV/Å) of the 2 atoms listed first:
C 0.0 -6.2 2.7
C 1.2 -1.7 -2.5